Density functional theory data (ωB97M-V/def2-TZVPD) for a cluster of 2 separate species, C3H8OS in total.

Element x y z (Å)
C -2.39977 0.23416 0.92368
C -2.55780 -0.82475 -0.12541
O -3.39042 -1.69114 -0.08746
H -3.30415 0.21658 1.53098
H -1.59386 -0.04906 1.60303
H -2.19164 1.22701 0.53473
H -1.77847 -0.83893 -0.91717
C 3.21322 1.53941 -0.46122
S 2.15698 0.11386 -0.05305
H 2.64435 2.24748 -1.05621
H 4.08543 1.20425 -1.00931
H 3.44690 2.04667 0.46892
H 1.54466 0.03485 -1.23947

Results
Total charge ... 0
ΔE to the lowest compared entry with this formula, charge and spin ... 12.0 kcal/mol
Orbital gap ... 10.08 eV
SMILES ... CC=O.CS



Density functional theory data (ωB97M-V/def2-TZVPD) for a cluster of 2 separate species, C3H4Cl2Si in total in a non-equilibrium geometry.

Element x y z (Å)
C -0.67777 -0.97501 1.01522
C 0.20412 -0.42240 0.18076
C -1.34879 -0.24908 -0.05901
Si 1.74581 0.03107 -0.51287
Cl -0.75993 2.85658 0.03928
Cl 3.63272 -0.43576 0.04782
H -0.97551 -1.70788 1.83411
H -1.77229 -0.64065 -0.99478
H -1.99234 0.69690 0.02772
H 1.94397 0.84624 -1.57826

Results
Total charge ... 0
ΔE to the lowest compared entry with this formula, charge and spin ... 120.3 kcal/mol
Orbital gap ... 5.12 eV



Density functional theory data (ωB97M-V/def2-TZVPD) for a structure of composition C21H22F6NO6PdS5Si.

Element x y z (Å)
Pd -1.74706 -0.46560 -1.18874
C -1.38672 -3.71899 -4.05872
O -1.52746 -2.94991 -2.86677
C -1.62413 -3.58820 -1.70507
S -1.67512 -5.23121 -1.54123
S -1.81117 -2.55175 -0.33654
H -1.30627 -2.98597 -4.85675
H -2.25551 -4.36003 -4.20340
H -0.49363 -4.34100 -4.00611
O -2.14917 -0.37057 2.05325
S -0.67044 -0.44534 2.20405
C -0.39286 -0.77745 3.95410
C -1.48795 -1.05402 4.75097
C -1.28945 -1.35332 6.09378
C -0.00720 -1.38090 6.62026
C 1.08705 -1.11081 5.80492
C 0.89714 -0.81186 4.46625
C -0.05022 1.23416 2.24550
C 1.14748 1.50456 1.60863
C 1.64579 2.80170 1.63383
C 0.93183 3.80354 2.26917
C -0.28586 3.52172 2.88139
C -0.78243 2.23107 2.87373
H -2.47406 -1.02902 4.30432
H -2.14075 -1.56840 6.72728
H 0.14454 -1.61692 7.66597
H 2.08874 -1.13398 6.21506
H 1.74287 -0.59394 3.82381
H 1.65579 0.71730 1.06733
H 2.57446 3.03149 1.12706
H 1.30978 4.81833 2.26865
H -0.84989 4.31489 3.35534
H -1.73711 1.99017 3.32509
C 3.95311 -0.79417 0.21826
Si 3.10122 -1.29295 -1.37998
C 3.30150 -3.13744 -1.63169
C 3.89749 -0.37115 -2.80454
C 1.33423 -0.89448 -1.28394
C 0.13011 -0.73118 -1.24605
H 5.01106 -1.06820 0.20209
H 3.48739 -1.29272 1.07151
H 3.88820 0.28412 0.38155
H 4.35365 -3.42635 -1.69662
H 2.80123 -3.45133 -2.54993
H 2.84212 -3.68503 -0.80648
H 4.96362 -0.59987 -2.88082
H 3.78590 0.70720 -2.67496
H 3.42057 -0.64247 -3.74835
F -1.58284 4.04201 -3.52585
C -1.99976 4.28033 -2.28411
F -1.15340 5.15156 -1.72219
F -3.19914 4.84542 -2.32948
S -2.01571 2.72418 -1.23571
O -3.21310 2.80391 -0.46082
O -0.73546 2.72783 -0.60503
N -2.02079 1.49756 -2.29045
S -3.36122 1.13960 -3.11188
O -4.21850 2.25531 -3.36331
O -3.91618 -0.09108 -2.61491
C -2.61118 0.70545 -4.74107
F -2.02763 1.76500 -5.29461
F -1.71313 -0.26546 -4.61331
F -3.58442 0.28460 -5.55372

Results
Total charge ... -1
ΔE to the lowest compared entry with this formula, charge and spin ... 3.5 kcal/mol
Orbital gap ... 8.01 eV